# 1
The following is a DFT calculation (ωB97M-V/def2-TZVPD) of a molecular structure, C32H38MoN5O2PS.

Structure (XYZ):
```
80
Properties=species:S:1:pos:R:3:forces:R:3:lowdin_spin:R:1
Mo 0.383 0.712 1.419 -0.24 0.15 0.31 0.91
C 3.973 -0.989 3.245 -0.01 0.02 0.00 0.00
C 4.933 -0.077 2.831 0.00 0.01 -0.01 0.00
C 4.573 1.052 2.101 0.02 0.01 0.02 0.00
C 3.240 1.265 1.789 0.00 0.02 -0.03 0.01
C 2.268 0.342 2.202 -0.12 0.04 -0.02 0.01
C 2.630 -0.772 2.951 0.02 -0.02 0.04 0.00
C 2.751 2.371 0.962 -0.07 -0.05 0.01 0.00
C 3.504 3.492 0.630 0.04 0.06 0.00 0.00
C 2.963 4.449 -0.192 -0.04 -0.07 0.01 0.00
C 1.681 4.269 -0.752 0.05 0.04 0.03 0.00
C 1.143 5.188 -1.680 -0.04 0.01 -0.03 0.00
C -0.068 4.950 -2.268 0.05 -0.01 0.02 0.00
C -0.769 3.772 -1.952 0.00 0.01 0.01 0.00
C -0.276 2.870 -1.039 -0.09 -0.02 0.01 0.00
C 0.947 3.115 -0.402 0.03 0.00 -0.01 0.01
N 1.476 2.216 0.521 0.13 0.11 -0.09 0.01
H 4.265 -1.861 3.815 0.00 0.00 0.00 0.00
H 5.973 -0.241 3.079 0.00 0.00 0.00 0.00
H 5.342 1.739 1.775 -0.01 0.00 0.00 0.00
H 1.889 -1.477 3.311 -0.01 0.00 -0.02 0.00
H 4.497 3.607 1.036 0.00 0.00 -0.01 0.00
H 3.528 5.338 -0.442 0.01 0.00 0.01 0.00
H 1.715 6.073 -1.926 0.00 0.00 0.00 0.00
H -0.479 5.647 -2.984 -0.01 0.00 0.00 0.00
H -1.712 3.570 -2.442 0.00 0.00 0.00 0.00
H -0.838 1.965 -0.838 0.00 -0.01 0.02 0.00
O -1.237 1.869 1.555 0.32 -0.02 0.09 0.05
N -1.945 2.078 2.688 -0.02 -0.05 0.08 0.00
C -3.058 2.833 2.616 -0.08 0.07 -0.03 0.00
C -3.793 3.041 3.754 0.03 -0.02 0.00 0.00
C -3.374 2.468 4.956 0.04 -0.02 -0.02 0.00
C -2.220 1.706 4.992 -0.06 0.02 0.04 0.00
C -1.500 1.518 3.822 0.11 -0.02 -0.06 0.00
S 0.039 0.692 3.713 -0.10 0.02 -0.13 -0.02
H -3.298 3.234 1.642 0.03 -0.02 -0.01 0.00
H -4.684 3.649 3.699 0.00 0.00 0.01 0.00
H -3.945 2.623 5.861 0.00 0.00 0.00 0.00
H -1.862 1.260 5.910 0.00 0.00 0.00 0.00
O -0.049 -0.754 0.449 0.13 -0.05 -0.31 0.00
P -0.537 -1.776 -0.749 -0.09 -0.51 0.09 0.00
N -1.963 -2.301 -0.245 -0.03 0.09 0.06 0.00
C -3.015 -1.412 0.310 0.00 -0.04 0.01 0.00
C -4.193 -2.357 0.585 -0.02 0.00 -0.02 0.00
C -3.942 -3.561 -0.322 -0.01 0.01 0.01 0.00
C -2.429 -3.716 -0.308 0.00 -0.01 -0.03 0.00
N -0.652 -0.976 -2.132 0.21 0.41 0.05 0.00
C 0.535 -0.339 -2.759 -0.15 -0.21 -0.01 0.00
C 0.088 -0.048 -4.202 0.00 0.05 0.00 0.00
C -1.428 -0.322 -4.248 -0.01 -0.04 0.01 0.00
C -1.866 -0.458 -2.791 -0.06 -0.12 -0.04 0.00
N 0.637 -2.865 -0.840 -0.01 0.23 -0.15 0.00
C 1.858 -2.960 0.006 -0.04 -0.11 0.11 0.00
C 2.893 -3.533 -0.953 0.02 0.00 -0.02 0.00
C 2.072 -4.481 -1.821 -0.01 0.00 0.02 0.00
C 0.776 -3.714 -2.067 0.02 -0.08 0.00 0.00
H -3.275 -0.630 -0.407 -0.01 -0.03 0.00 0.00
H -2.658 -0.940 1.229 -0.01 0.04 -0.01 0.00
H -5.146 -1.875 0.379 0.00 0.00 0.03 0.00
H -4.192 -2.662 1.631 0.03 -0.01 0.00 0.00
H -4.288 -3.358 -1.337 0.01 0.01 0.00 0.00
H -4.442 -4.461 0.028 -0.01 0.00 -0.01 0.00
H -2.056 -4.209 -1.203 0.03 -0.01 0.02 0.00
H -2.082 -4.259 0.572 0.00 -0.01 0.00 0.00
H 1.384 -1.021 -2.707 0.03 0.07 0.03 0.00
H 0.791 0.578 -2.218 0.01 0.01 -0.05 0.00
H 0.611 -0.692 -4.905 0.04 0.02 0.00 0.00
H 0.326 0.979 -4.471 -0.01 0.01 0.00 0.00
H -1.632 -1.252 -4.776 0.01 0.00 0.01 0.00
H -1.981 0.465 -4.756 0.00 0.00 0.00 0.00
H -2.689 -1.156 -2.655 -0.02 0.04 0.00 0.00
H -2.149 0.512 -2.368 0.02 0.00 0.02 0.00
H 1.679 -3.638 0.842 -0.02 0.01 0.00 0.00
H 2.138 -1.985 0.398 -0.01 0.01 -0.01 0.00
H 3.702 -4.033 -0.425 0.00 0.00 0.00 0.00
H 3.328 -2.735 -1.560 -0.01 0.00 0.00 0.00
H 1.863 -5.403 -1.277 0.00 0.00 0.00 0.00
H 2.563 -4.748 -2.754 0.00 0.00 0.00 0.00
H -0.077 -4.381 -2.177 -0.03 0.03 -0.01 0.00
H 0.836 -3.079 -2.953 0.02 -0.04 0.01 0.00
```
Positions in Å, forces in eV/Å.

Output
**Lowest unoccupied orbital energy (alpha / beta)**: -0.37473 / -0.37758 hartree
**Net charge**: +3
**2S+1**: 2

***

# 2
The following is a DFT calculation (ωB97M-V/def2-TZVPD) of a molecular structure, C32H39GeN8O2PPtS.

Structure (XYZ):
```
85
Properties=species:S:1:pos:R:3:forces:R:3:mulliken_charge:R:1
Pt 0.222 -0.835 -0.158 -0.05 0.12 -0.11 0.39
C 4.106 2.438 1.997 0.01 0.02 0.02 -0.85
N 3.446 1.206 1.564 -0.01 -0.06 0.01 0.26
C 3.861 -0.060 1.880 -0.02 0.01 0.00 -0.97
C 2.953 -0.917 1.336 0.11 0.02 -0.04 -0.90
N 2.003 -0.179 0.690 -0.31 -0.14 0.30 0.16
C 2.307 1.107 0.853 0.07 0.07 -0.38 -0.43
P 1.331 2.504 0.178 -0.12 -0.07 0.20 -0.58
C -0.224 1.922 0.937 -0.01 0.13 -0.21 0.60
N -0.700 0.678 0.881 -0.01 -0.27 -0.06 0.57
C -1.823 0.622 1.655 -0.03 -0.07 0.18 -0.14
C -2.032 1.859 2.184 0.04 0.04 -0.12 -1.60
N -1.027 2.664 1.722 0.02 -0.05 0.03 0.36
C -0.871 4.084 2.035 -0.01 0.01 0.00 -0.83
C 1.116 1.849 -1.507 0.05 -0.06 0.06 -0.49
N 0.816 0.592 -1.801 -0.12 -0.12 0.16 0.32
C 0.858 0.471 -3.155 0.28 -0.01 0.00 -0.76
C 1.195 1.683 -3.690 0.07 -0.04 0.01 -1.06
N 1.353 2.544 -2.642 0.04 -0.06 0.02 0.44
C 1.750 3.946 -2.754 -0.02 0.02 -0.01 -0.94
H 5.126 2.197 2.281 0.00 0.01 0.00 0.37
H 4.125 3.156 1.182 -0.01 0.00 0.01 0.35
H 3.583 2.859 2.854 0.01 0.00 0.00 0.32
H 4.747 -0.242 2.462 0.01 0.00 0.00 0.55
H 2.930 -1.992 1.366 -0.04 -0.01 0.01 1.04
H -2.418 -0.272 1.752 0.09 0.15 0.00 0.44
H -2.809 2.227 2.831 0.00 0.01 0.01 0.67
H -1.661 4.364 2.726 0.01 0.01 0.00 0.36
H 0.092 4.263 2.507 0.00 0.00 0.00 0.34
H -0.962 4.681 1.131 0.00 0.00 0.00 0.32
H 0.648 -0.459 -3.657 0.00 0.00 0.00 0.73
H 1.328 1.998 -4.710 0.01 0.00 -0.01 0.51
H 1.606 4.260 -3.784 0.00 0.01 0.00 0.36
H 1.128 4.562 -2.110 0.00 0.00 0.01 0.38
H 2.798 4.069 -2.488 0.00 0.00 0.00 0.33
C -2.637 4.758 -2.773 -0.01 0.01 0.01 -1.75
C -2.656 3.323 -2.330 0.00 -0.03 0.02 0.58
C -3.430 2.929 -1.238 0.05 0.02 0.03 -0.85
C -3.496 1.601 -0.848 0.08 0.04 0.05 -0.33
C -2.768 0.653 -1.554 -0.03 0.03 0.02 0.04
C -2.025 1.014 -2.667 -0.20 -0.03 -0.06 -0.51
C -1.957 2.345 -3.038 -0.08 0.00 0.00 -0.81
S -2.966 -1.047 -1.143 0.00 0.02 0.06 1.21
O -3.630 -1.693 -2.234 0.10 -0.02 0.07 -0.66
O -3.547 -1.134 0.174 0.02 0.00 -0.17 -0.78
N -1.405 -1.612 -1.113 -0.02 -0.17 -0.06 0.57
C -1.216 -3.001 -1.332 0.21 -0.09 -0.17 0.09
C -2.151 -4.003 -1.475 0.13 0.23 0.00 -0.79
C -1.742 -5.309 -1.823 0.06 -0.10 -0.03 -1.13
C -0.434 -5.639 -2.034 -0.03 -0.02 -0.01 -0.92
C 0.561 -4.652 -1.854 -0.07 0.07 0.01 0.58
C 1.941 -4.861 -2.034 0.03 0.00 -0.03 -0.70
C 2.829 -3.832 -1.835 0.00 -0.03 -0.02 -1.24
C 2.355 -2.601 -1.380 -0.12 0.09 -0.07 0.00
N 1.065 -2.388 -1.174 0.04 -0.05 0.26 0.93
C 0.150 -3.364 -1.463 -0.19 0.18 0.01 0.96
H -2.655 5.440 -1.924 0.00 0.01 0.00 0.41
H -3.519 4.975 -3.379 0.01 0.01 0.00 0.37
H -1.761 4.978 -3.382 0.01 0.01 -0.01 0.36
H -4.007 3.671 -0.699 -0.01 0.01 -0.01 0.51
H -4.111 1.294 -0.014 -0.02 -0.01 -0.01 0.61
H -1.532 0.249 -3.251 -0.13 0.04 0.02 0.74
H -1.388 2.628 -3.916 -0.05 0.00 0.01 0.63
H -3.204 -3.804 -1.368 -0.03 0.03 0.01 0.61
H -2.509 -6.062 -1.946 0.00 -0.01 0.01 0.43
H -0.147 -6.640 -2.326 0.00 0.00 0.00 0.47
H 2.293 -5.836 -2.345 0.00 -0.01 0.00 0.48
H 3.889 -3.960 -2.000 0.00 -0.01 0.00 0.47
H 3.025 -1.773 -1.194 0.01 -0.02 0.08 0.65
C -1.445 -2.336 4.260 0.07 0.09 0.04 -1.31
Ge 0.186 -1.819 3.315 -0.06 -0.01 0.11 0.75
C 1.621 -3.030 3.858 -0.03 0.02 -0.04 -1.28
C 0.634 0.023 3.830 -0.04 -0.01 -0.01 -0.71
C -0.298 -2.104 1.407 0.08 0.10 -0.21 -2.11
H -1.371 -2.028 5.303 -0.03 -0.03 0.01 0.40
H -1.595 -3.414 4.235 0.02 -0.01 -0.03 0.38
H -2.325 -1.860 3.824 -0.01 0.01 0.01 0.38
H 1.746 -2.945 4.938 0.01 -0.01 0.01 0.42
H 2.586 -2.823 3.396 -0.01 0.01 0.02 0.39
H 1.346 -4.062 3.639 0.00 0.00 -0.02 0.38
H 1.019 -0.009 4.850 0.00 0.01 0.01 0.58
H -0.260 0.648 3.829 0.07 -0.03 0.03 0.31
H 1.394 0.487 3.202 0.03 -0.02 -0.01 -0.10
H -1.388 -2.120 1.356 0.01 -0.05 0.03 0.71
H 0.026 -3.106 1.116 0.08 0.03 0.00 1.00
```
Positions in Å, forces in eV/Å.

Output
**Lowest unoccupied orbital energy**: -0.20222 hartree
**Net charge**: +2

***

Number 1: E -67303.89453 eV, M 683.7 u. Number 2: E -129707.94697 eV, M 898.4 u.